No. 1
Here is a structure of composition C26H45IrN7PS4 from the Open Molecules 2025 dataset. Energies are from wB97M-V/def2-TZVPD.

Summary:
2S+1   5
Electronic energy   -3439.37535 Ha
ΔE to the lowest compared entry with this formula, charge and spin   10.3 kcal per mole

Geometry as XYZ:
```
84
Properties=species:S:1:pos:R:3:forces:R:3:lowdin_spin:R:1
Ir -1.101 0.270 1.872 0.0 0.1 0.2 2.5055
S 0.033 2.511 2.561 0.0 -0.1 -0.1 0.2710
C 0.584 1.634 3.928 0.1 0.0 0.0 0.0297
S -0.077 0.020 4.038 0.0 0.0 -0.1 0.2671
C 1.524 2.076 4.823 0.0 -0.1 -0.1 0.0526
C 2.108 3.373 4.708 -0.1 -0.1 0.0 0.0129
N 2.580 4.417 4.617 0.1 0.2 0.0 0.0240
C 2.028 1.202 5.832 0.0 0.2 -0.1 0.0122
N 2.464 0.495 6.628 0.1 -0.2 0.1 0.0215
N -3.275 -2.314 1.051 0.0 0.0 -0.1 0.0181
N -2.865 -1.418 2.118 0.0 -0.1 0.0 0.1083
H -3.448 -1.714 0.246 0.0 -0.1 0.1 0.0018
H -2.443 -2.855 0.815 -0.1 0.1 0.0 0.0011
H -2.640 -2.010 2.917 0.0 0.1 -0.1 0.0015
H -3.684 -0.874 2.385 0.1 0.0 0.0 0.0003
C 1.182 -5.244 1.406 0.0 0.0 0.0 0.0040
N 1.859 -4.248 2.214 0.0 0.1 0.1 0.0071
C 1.435 -2.984 2.352 0.0 0.1 0.0 0.0201
S 0.048 -2.450 1.514 0.0 -0.1 0.1 0.1241
N 2.147 -2.165 3.128 -0.1 0.1 0.0 0.0023
C 3.260 -2.567 3.960 0.0 0.0 0.0 0.0004
H 1.790 -6.144 1.407 0.0 0.0 0.0 0.0004
H 1.067 -4.890 0.383 0.0 0.0 0.0 0.0013
H 0.195 -5.473 1.807 0.0 0.0 0.0 0.0008
H 2.653 -4.543 2.753 0.1 0.0 0.0 0.0013
H 1.704 -1.274 3.333 0.0 -0.1 0.0 0.0021
H 4.122 -2.861 3.358 0.0 0.0 0.0 0.0000
H 2.988 -3.384 4.633 0.0 0.0 0.0 0.0001
H 3.545 -1.716 4.573 0.0 0.0 0.0 0.0002
S -3.769 3.869 2.848 0.0 0.1 0.1 0.1268
C -3.239 2.406 2.539 -0.1 0.1 0.1 0.0697
N -2.874 1.304 2.292 0.0 -0.2 -0.1 0.1250
C -0.561 -2.228 -4.162 0.0 0.0 0.0 0.0004
C 0.612 -2.439 -3.195 0.0 0.0 0.0 0.0001
C 0.316 -1.854 -1.807 0.1 0.0 0.0 0.0008
C -0.508 -0.573 -1.962 0.0 0.0 0.0 0.0183
C -1.911 -0.961 -2.458 0.0 0.0 0.0 0.0017
C -1.872 -2.185 -3.388 0.0 0.0 0.0 0.0001
P -0.516 0.586 -0.516 0.2 0.1 0.1 0.0960
C -1.608 2.006 -0.979 0.1 0.0 0.0 0.0183
C -3.115 1.709 -0.930 0.0 -0.1 0.1 0.0031
C -3.904 3.025 -0.855 0.0 0.0 0.0 0.0002
C -3.211 4.150 -1.637 0.0 0.0 0.0 0.0002
C -2.432 3.568 -2.809 0.0 0.0 0.0 0.0015
C -1.258 2.719 -2.301 0.0 0.0 0.0 0.0047
C 1.200 1.289 -0.477 0.0 0.1 -0.1 0.0138
C 1.840 1.711 -1.825 0.0 0.0 0.0 0.0029
C 2.980 0.784 -2.233 0.0 0.0 0.0 0.0002
C 4.116 0.834 -1.208 0.0 0.0 0.0 0.0005
C 3.576 0.946 0.228 0.0 0.0 0.0 0.0007
C 2.159 0.393 0.327 0.0 0.0 0.0 0.0086
H -0.578 -3.015 -4.917 0.0 0.0 0.0 0.0001
H -0.439 -1.287 -4.705 0.0 0.0 0.0 0.0002
H 1.518 -1.986 -3.604 0.0 0.0 0.0 0.0000
H 0.817 -3.507 -3.089 0.0 0.0 0.0 0.0000
H 1.245 -1.691 -1.263 -0.1 0.0 -0.1 0.0000
H -0.254 -2.565 -1.209 0.0 0.0 0.0 0.0007
H -0.024 0.022 -2.744 0.0 0.0 0.0 0.0027
H -2.357 -0.121 -2.989 0.0 0.0 0.0 0.0000
H -2.559 -1.174 -1.604 0.0 0.0 0.0 0.0010
H -2.725 -2.152 -4.068 0.0 0.0 0.0 0.0000
H -1.976 -3.105 -2.807 0.0 0.0 0.0 0.0001
H -1.402 2.696 -0.150 0.0 0.0 0.0 -0.0005
H -3.363 1.087 -0.069 0.0 0.0 -0.1 0.0024
H -3.408 1.160 -1.822 0.0 0.0 -0.1 0.0000
H -4.033 3.323 0.185 0.0 0.0 -0.1 0.0010
H -4.904 2.855 -1.263 0.0 0.0 0.0 0.0000
H -2.523 4.692 -0.983 0.0 0.0 0.0 0.0001
H -3.946 4.879 -1.980 0.0 0.0 0.0 0.0000
H -2.054 4.353 -3.466 0.0 0.0 0.0 0.0003
H -3.105 2.954 -3.415 0.0 0.0 0.0 0.0000
H -0.392 3.364 -2.136 0.0 0.0 0.0 0.0000
H -0.971 2.003 -3.074 0.0 0.0 0.0 0.0002
H 1.058 2.192 0.128 0.0 -0.1 0.0 -0.0009
H 2.238 2.723 -1.712 0.0 0.0 0.0 0.0006
H 1.106 1.777 -2.626 0.0 0.0 0.0 0.0003
H 3.353 1.063 -3.221 0.0 0.0 0.0 0.0000
H 2.602 -0.236 -2.327 0.0 -0.1 0.0 0.0000
H 4.759 1.689 -1.424 0.0 0.0 0.0 0.0001
H 4.740 -0.056 -1.310 0.0 0.0 0.0 0.0000
H 3.561 1.990 0.551 0.0 0.0 0.0 0.0001
H 4.234 0.421 0.923 0.0 0.0 0.0 0.0000
H 1.833 0.366 1.368 0.0 0.0 0.1 0.0060
H 2.140 -0.639 -0.030 0.0 0.1 0.1 -0.0002
```
Positions in Å, forces in eV/Å.

No. 2
Here is a cluster of 2 separate species, C26H45N3O5S in total at a distorted geometry from the Open Molecules 2025 dataset. Energies are from wB97M-V/def2-TZVPD.

Summary:
Electronic energy   -1955.57175 Ha

Geometry as XYZ:
```
80
Properties=species:S:1:pos:R:3:forces:R:3:mulliken_charge:R:1
C -4.080 -2.982 6.028 4.5 0.6 -5.5 -0.6771
C -3.118 -2.664 5.177 -4.2 -1.5 3.5 -0.6640
C -1.885 -2.344 4.148 0.4 -3.0 4.4 0.8212
C -1.556 -3.739 3.453 0.1 -0.4 -0.3 -1.1365
C -0.744 -3.606 2.073 -0.4 -0.9 0.4 -0.7755
C -0.395 -2.071 1.566 -1.7 -2.3 1.7 -0.2283
N 0.616 -1.406 2.411 0.6 0.5 0.1 0.6681
C 1.399 -2.179 3.386 2.0 -1.1 0.9 -1.1027
C 1.527 -0.414 1.845 1.8 6.1 -2.1 0.6003
C 3.171 -0.533 1.772 -0.4 -1.3 1.1 -1.0244
O 1.234 0.795 1.476 -0.5 -6.0 1.7 -0.5408
N 0.094 -2.212 0.205 0.0 -0.5 -1.5 1.2260
C -0.752 -2.511 -0.943 -2.9 -1.2 -4.5 0.2702
C -0.273 -1.810 -2.354 1.0 -1.2 0.6 -1.2554
O -1.695 -3.345 -1.120 3.4 3.1 2.4 -0.5051
C 1.230 -3.135 -0.058 6.1 -1.1 -1.5 0.3160
C 1.070 -4.740 -0.399 -0.4 1.1 -0.3 -1.0588
O 2.458 -2.771 -0.245 -6.3 -0.5 1.5 -0.5139
C -1.817 -1.260 1.791 -2.2 0.7 -2.2 0.4592
C -3.135 -2.000 1.238 -2.7 -0.3 -1.8 -0.1493
C -4.243 -1.424 0.511 1.9 -0.7 1.6 -0.7996
C -1.848 0.254 1.269 0.2 1.9 0.2 -2.0174
C -1.345 0.639 -0.195 0.6 1.2 -1.0 0.0355
C -2.431 0.536 -1.394 0.0 0.4 -0.2 -0.2566
C -1.878 1.173 -2.775 0.6 0.3 0.6 -0.6969
C -1.788 2.806 -2.756 1.2 -0.4 -1.7 -0.4743
C -0.526 3.162 -3.752 -0.3 -1.6 -0.2 -0.8590
C 0.912 3.048 -3.015 0.0 0.4 -0.4 0.1098
C 1.801 4.311 -3.497 -0.5 -0.9 0.2 -0.7182
O 3.208 4.126 -3.126 -2.2 1.7 0.7 -0.3463
C 3.477 5.044 -2.004 1.3 -0.2 0.1 -0.5810
N -2.075 -1.124 3.309 0.4 -0.7 0.2 0.5219
S -3.638 -0.451 3.732 -1.7 2.6 0.3 -0.2087
H -5.049 -3.497 6.404 2.4 1.4 -0.5 0.3515
H -1.007 -2.130 4.891 -1.5 -0.1 -1.6 0.3249
H -2.541 -4.331 3.275 1.7 1.1 0.4 0.3725
H -0.909 -4.359 4.201 -1.4 1.2 -1.2 0.3816
H -1.406 -4.147 1.276 1.4 1.5 1.1 0.4432
H 0.186 -4.275 2.174 -1.2 1.4 -0.3 0.4693
H 1.983 -1.417 4.055 -0.9 -1.5 -1.4 0.3660
H 2.132 -2.881 2.805 -1.0 1.2 1.4 0.2860
H 0.870 -2.845 4.147 0.1 1.1 -1.4 0.3227
H 3.546 -1.614 1.783 -0.5 1.6 -0.1 0.2468
H 3.570 -0.039 2.748 -0.7 -0.6 -1.8 0.3191
H 3.581 -0.014 0.835 -1.1 -0.6 1.6 0.3284
H -1.161 -1.472 -2.995 1.3 -0.4 1.3 0.3085
H 0.233 -2.678 -2.950 -0.9 1.4 1.0 0.4077
H 0.545 -1.021 -2.196 -1.5 -1.0 -0.2 0.2265
H 1.420 -4.822 -1.508 -0.8 0.1 2.0 0.3408
H -0.013 -5.103 -0.278 1.8 0.4 -0.2 0.2631
H 1.835 -5.301 0.249 -1.3 0.9 -0.9 0.3453
H -3.339 -3.129 1.457 1.3 1.9 -1.0 -0.0397
H -4.868 -2.043 -0.251 0.9 0.8 2.1 0.2793
H -4.606 -0.352 0.701 1.2 -1.4 -1.0 0.2174
H -1.233 0.925 2.007 -0.7 -1.5 -1.3 0.4516
H -2.903 0.757 1.325 1.7 -1.5 0.1 0.5558
H -1.133 1.792 -0.135 -0.3 -2.1 0.1 0.3912
H -0.302 0.221 -0.499 -2.1 0.5 0.7 -0.1582
H -2.769 -0.542 -1.635 0.4 1.7 0.7 0.0981
H -3.332 1.204 -1.070 1.3 -1.4 -0.5 0.4129
H -0.789 0.818 -2.968 -1.8 0.5 0.5 0.0871
H -2.496 0.770 -3.671 0.9 0.9 1.5 0.2507
H -1.508 3.232 -1.727 -0.9 -0.7 -1.4 0.2233
H -2.712 3.290 -3.244 1.2 -0.8 1.2 0.3459
H -0.682 4.135 -4.344 0.4 -1.3 1.2 0.4485
H -0.545 2.305 -4.547 0.0 1.7 1.1 0.2678
H 1.492 2.075 -3.293 -1.1 1.7 0.4 0.2001
H 0.760 3.027 -1.869 0.4 0.2 -1.7 0.0228
H 1.350 5.254 -3.007 0.8 -1.3 -0.8 0.3346
H 1.666 4.408 -4.645 0.5 -0.2 1.8 0.3064
H 2.929 4.677 -1.055 0.7 0.7 -1.4 0.1903
H 3.211 6.124 -2.294 0.3 -1.6 0.6 0.2935
H 4.620 5.012 -1.837 -2.0 0.1 -0.2 0.2485
H -1.404 -0.399 3.677 -0.6 -0.6 -0.5 0.6850
H -4.698 -1.255 3.361 1.5 -0.3 -0.2 0.2077
C 6.515 6.514 -3.393 0.0 -0.1 -0.5 -0.2296
O 7.012 7.233 -2.391 0.0 0.1 0.4 -0.8235
H 5.952 5.596 -3.127 -0.1 -0.4 0.3 -0.1559
H 5.788 7.015 -4.065 -0.4 0.5 -0.1 0.1161
H 7.235 6.108 -4.133 0.6 -0.1 -0.2 0.2299
```
Positions in Å, forces in eV/Å.

No. 3
Here is a cluster of 6 separate species, C26H45NO15S5 in total at a distorted geometry from the Open Molecules 2025 dataset. Energies are from wB97M-V/def2-TZVPD.

Summary:
SMILES   C#C[C@H]1OC(=O)O[C@H]1CON=O.O=S1(=O)CCCC1.O=S1(=O)CCCC1.O=S1(=O)CCCC1.O=S1(=O)CCCC1.O=S1(=O)CCCC1
Electronic energy   -4191.77247 Ha

Geometry as XYZ:
```
92
Properties=species:S:1:pos:R:3:forces:R:3:mulliken_charge:R:1
C 2.148 -4.355 -1.919 0.3 -0.6 -0.9 0.7575
C 2.147 -5.325 -2.625 -0.1 -0.1 1.6 -1.1330
C 2.008 -6.588 -3.332 0.4 0.6 -0.8 -0.2094
O 1.565 -6.179 -4.660 0.3 0.3 -0.1 -0.3983
C 2.722 -5.658 -5.206 -0.1 -0.1 -0.3 0.4979
O 2.755 -4.813 -6.027 0.1 0.0 -0.2 -0.4999
O 3.826 -6.285 -4.675 -0.4 0.2 -0.1 -0.3947
C 3.280 -7.253 -3.807 -0.6 -1.2 0.5 0.4647
C 4.169 -7.988 -2.838 0.8 0.2 -0.4 -0.6728
O 4.964 -7.160 -2.010 0.1 0.4 -0.1 -0.1354
N 4.318 -6.895 -0.790 -0.5 0.1 -0.1 -0.0074
O 4.617 -5.849 -0.379 0.3 -0.3 0.2 -0.2065
H 2.230 -3.434 -1.422 -0.1 0.5 0.5 0.2982
H 1.361 -7.305 -2.853 -0.6 0.0 -0.1 0.4867
H 2.886 -8.070 -4.427 0.1 -0.1 -0.1 0.3396
H 3.574 -8.697 -2.269 -0.3 0.1 0.3 0.4002
H 4.853 -8.591 -3.426 0.3 0.0 0.0 0.3705
C -0.459 -0.387 -3.688 -0.1 0.0 0.1 -0.9286
C -1.176 0.569 -2.724 0.2 -0.1 -0.2 -0.1845
C -1.295 -0.145 -1.374 -0.1 0.2 -0.1 -0.4921
S 0.085 -1.289 -1.289 -0.2 0.5 -0.3 1.1894
O -0.427 -2.638 -1.283 0.2 -0.1 0.2 -0.6734
O 1.028 -0.831 -0.295 0.1 -0.5 0.1 -0.5434
C 0.738 -0.935 -2.918 0.0 0.0 -0.3 -0.7017
H -0.146 0.117 -4.601 0.0 0.0 0.0 0.3829
H -1.128 -1.205 -3.965 0.0 0.0 0.0 0.3553
H -0.585 1.479 -2.608 0.0 0.0 0.0 0.0646
H -2.155 0.860 -3.098 0.0 0.0 0.1 0.3478
H -1.235 0.547 -0.543 0.1 -0.1 0.1 0.1940
H -2.213 -0.726 -1.307 0.1 -0.1 0.0 0.2923
H 1.155 -1.843 -3.351 0.0 0.0 0.1 0.4402
H 1.516 -0.180 -2.806 0.0 0.0 0.1 0.3831
C 5.319 -2.497 1.770 0.0 0.1 0.0 -0.7496
C 4.068 -1.858 1.151 0.1 -0.1 0.0 -0.3135
C 4.538 -0.939 0.019 -0.3 0.0 0.2 -0.2049
S 6.081 -1.631 -0.583 -0.2 -0.2 0.1 1.1512
O 7.147 -0.702 -0.300 0.0 0.0 -0.2 -0.6868
O 5.883 -2.172 -1.904 0.2 0.2 -0.1 -0.6490
C 6.168 -2.973 0.596 0.0 -0.1 0.3 -0.3784
H 5.065 -3.320 2.437 0.0 0.0 0.0 0.3756
H 5.868 -1.750 2.349 0.0 0.0 0.0 0.3546
H 3.422 -2.639 0.748 0.0 0.0 0.0 0.0066
H 3.488 -1.305 1.888 -0.1 0.0 -0.1 0.3574
H 3.820 -0.904 -0.797 0.1 0.1 -0.1 -0.0491
H 4.740 0.068 0.378 0.1 0.0 -0.1 0.3448
H 7.206 -3.162 0.857 0.0 0.1 -0.1 0.4475
H 5.734 -3.854 0.125 0.0 0.1 -0.1 0.0431
C -1.021 5.273 -0.821 0.0 0.0 -0.2 -0.5471
C -1.813 5.696 -2.066 0.0 0.0 0.1 -0.7187
C -2.759 4.542 -2.423 0.1 0.3 -0.3 -0.7192
S -3.108 3.693 -0.880 0.2 0.4 0.1 1.0168
O -2.556 2.358 -0.949 -0.4 0.1 0.1 -0.5260
O -4.482 3.913 -0.503 -0.1 -0.3 0.0 -0.7162
C -2.048 4.697 0.145 0.3 0.2 0.0 0.2467
H -0.483 6.107 -0.377 0.0 0.0 0.0 0.4670
H -0.290 4.507 -1.088 0.0 0.0 0.1 0.2341
H -2.395 6.592 -1.840 0.0 0.0 0.0 0.3077
H -1.155 5.935 -2.901 0.0 0.0 0.0 0.3824
H -3.694 4.895 -2.852 -0.1 -0.1 0.0 0.3942
H -2.288 3.828 -3.097 0.0 -0.1 0.1 0.2913
H -1.607 4.084 0.925 -0.1 -0.1 0.0 -0.6753
H -2.661 5.483 0.586 -0.1 -0.1 0.0 0.4428
C -7.096 1.009 1.840 0.0 0.0 0.1 -0.6867
C -8.192 1.229 2.891 0.0 0.0 -0.1 -0.6511
C -7.549 1.960 4.076 -0.3 -0.3 0.0 -0.6482
S -6.182 2.908 3.396 -0.2 0.0 -0.3 1.1692
O -4.947 2.381 3.927 0.1 0.2 0.1 -0.6496
O -6.491 4.314 3.469 0.2 0.0 0.2 -0.6835
C -6.367 2.342 1.712 -0.1 -0.3 -0.2 -0.2301
H -7.509 0.688 0.885 0.0 0.0 0.0 0.3589
H -6.404 0.237 2.185 0.0 0.0 0.0 0.3194
H -8.986 1.846 2.464 0.0 0.0 0.0 0.2939
H -8.643 0.289 3.208 0.0 0.0 0.0 0.3400
H -8.243 2.640 4.564 0.1 0.1 0.1 0.3394
H -7.140 1.262 4.805 0.1 0.1 0.0 0.3559
H -5.389 2.261 1.245 0.0 0.2 0.0 -0.0038
H -6.973 3.075 1.181 0.1 0.1 0.0 0.3593
C 0.148 2.390 4.560 0.1 0.0 0.0 -0.8014
C 1.392 3.211 4.922 -0.1 0.0 0.0 -0.6021
C 2.181 3.447 3.627 0.1 0.0 0.4 -0.7293
S 0.974 3.425 2.297 -0.1 0.0 0.4 1.1347
O 1.236 2.289 1.452 0.0 0.2 -0.2 -0.5174
O 0.832 4.756 1.754 0.0 -0.1 -0.3 -0.6839
C -0.445 3.057 3.324 -0.2 -0.1 0.2 -0.6481
H -0.570 2.359 5.378 0.0 0.0 0.0 0.3830
H 0.437 1.363 4.326 0.0 0.0 0.0 0.3072
H 1.084 4.169 5.346 0.0 0.0 0.0 0.2913
H 2.006 2.707 5.667 0.0 0.0 0.0 0.3395
H 2.690 4.407 3.628 0.0 0.0 -0.2 0.3370
H 2.895 2.648 3.440 -0.1 0.0 -0.1 0.3511
H -1.137 2.419 2.777 0.0 0.0 -0.1 0.4235
H -0.926 4.002 3.578 0.0 0.0 0.0 0.4183
```
Positions in Å, forces in eV/Å.